1.
Below is C41H35GeO3PRu as an isolated structure, with properties calculated with ωB97M-V/def2-TZVPD.

```
82
Properties=species:S:1:pos:R:3:mulliken_charge:R:1
Ru 0.14 -0.21 -0.36 -1.604
O -2.82 1.88 -2.26 -0.692
C -2.14 1.21 -1.50 0.441
O -0.86 1.11 -1.53 -0.556
C -2.90 0.52 -0.34 -0.756
P -1.84 -0.43 0.90 0.659
C -1.45 -2.15 1.48 0.632
C -0.71 -2.14 2.66 -0.422
C -0.42 -3.34 3.28 -0.803
C -0.85 -4.55 2.73 -0.522
C -1.57 -4.55 1.55 -0.639
C -1.87 -3.35 0.92 -0.352
C -3.01 -0.17 2.30 0.236
C -2.70 0.53 3.46 -0.026
C -3.65 0.69 4.46 -0.741
C -4.92 0.14 4.31 -0.424
C -5.23 -0.57 3.16 -0.782
C -4.28 -0.72 2.16 -0.192
H -3.75 -0.05 -0.71 0.446
H -3.27 1.30 0.31 0.431
H -0.36 -1.21 3.08 0.348
H 0.14 -3.34 4.21 0.441
H -0.62 -5.48 3.23 0.405
H -1.89 -5.48 1.11 0.451
H -2.44 -3.35 0.00 0.457
H -1.72 0.97 3.58 0.444
H -3.40 1.24 5.36 0.406
H -5.66 0.26 5.09 0.388
H -6.21 -1.01 3.03 0.393
H -4.54 -1.28 1.26 0.307
C 3.02 -2.72 1.82 -1.814
C 2.53 -1.52 1.05 0.823
O 1.32 -1.46 0.82 0.251
C 3.46 -0.46 0.67 1.168
C 3.04 0.64 -0.10 0.113
C 3.95 1.70 -0.27 -0.731
C 5.23 1.65 0.23 -0.704
C 5.66 0.52 0.92 -0.942
C 4.78 -0.52 1.14 -0.555
H 2.18 -3.39 1.99 0.170
H 3.44 -2.42 2.78 0.451
H 3.79 -3.24 1.25 0.443
H 1.57 1.68 -1.27 1.479
H 3.62 2.57 -0.83 0.421
H 5.90 2.48 0.07 0.416
H 6.68 0.46 1.29 0.432
H 5.12 -1.39 1.68 0.426
C 1.75 0.72 -0.78 -0.907
Ge 1.72 -0.78 -2.41 2.505
C 2.76 0.15 -3.79 -0.102
C 3.32 -0.63 -4.80 -0.429
C 4.03 -0.06 -5.83 -0.750
C 4.21 1.32 -5.88 -0.502
C 3.65 2.11 -4.89 -0.799
C 2.93 1.53 -3.85 -0.014
C 2.79 -2.36 -1.92 0.258
C 4.18 -2.28 -2.01 0.134
C 4.99 -3.37 -1.69 -0.788
C 4.41 -4.56 -1.26 -0.569
C 3.03 -4.64 -1.14 -0.947
C 2.24 -3.55 -1.45 -0.037
C 0.05 -1.22 -3.36 0.075
C -0.63 -2.42 -3.23 0.115
C -1.84 -2.64 -3.90 -0.868
C -2.39 -1.63 -4.68 -0.545
C -1.72 -0.42 -4.81 -0.589
C -0.51 -0.22 -4.16 -0.782
H 3.19 -1.71 -4.78 0.405
H 4.46 -0.68 -6.61 0.404
H 4.77 1.77 -6.69 0.383
H 3.77 3.19 -4.92 0.414
H 2.50 2.17 -3.09 0.393
H 4.65 -1.37 -2.35 0.436
H 6.06 -3.28 -1.77 0.415
H 5.04 -5.41 -1.02 0.376
H 2.57 -5.56 -0.80 0.414
H 1.17 -3.63 -1.29 -0.121
H -0.24 -3.22 -2.62 0.317
H -2.34 -3.59 -3.80 0.431
H -3.33 -1.79 -5.19 0.373
H -2.14 0.38 -5.40 0.405
H -0.01 0.73 -4.27 0.275
```

## Properties
lowest unoccupied orbital energy (alpha / beta)	-0.480 / -0.735	eV
HOMO-LUMO gap (alpha / beta)	6.62 / 6.67	eV
strongest force on any atom	1.79	eV/A
energy above the lowest of the compared OMol25 structures with the same formula, charge and spin	0.0000	eV



2.
Below is C3HN in the gas phase, with properties calculated with ωB97M-V/def2-TZVPD.

```
5
Properties=species:S:1:pos:R:3:nbo_charge:R:1
C -0.50 -0.28 -1.13 -0.081
C -0.10 0.12 -0.10 -0.162
C 0.44 0.46 1.14 0.218
H -0.86 -0.76 -2.08 0.260
N 1.01 0.46 2.17 -0.235
```

## Properties
lowest unoccupied orbital energy	0.499	eV
HOMO-LUMO gap	11.70	eV
strongest force on any atom	3.71	eV/A
SMILES	C#CC#N
energy above the lowest of the compared OMol25 structures with the same formula, charge and spin	0.1490	eV



3.
Below is a 4-piece molecular cluster, C18H42N2O4 overall, with properties calculated with ωB97M-V/def2-TZVPD.

```
66
Properties=species:S:1:pos:R:3:nbo_charge:R:1
C 5.33 -2.35 2.47 -0.618
C 4.55 -1.07 2.39 0.110
C 5.58 -0.02 1.76 -0.391
C 4.96 1.31 1.28 -0.398
C 3.74 1.08 0.33 -0.393
C 2.71 -0.02 0.79 0.089
N 3.49 -1.19 1.34 -0.170
O 2.60 -2.16 1.68 -0.591
C 1.71 0.53 1.79 -0.646
C 1.96 -0.43 -0.41 -0.624
C 4.11 -0.60 3.79 -0.654
H 5.61 -2.75 1.49 0.225
H 4.91 -3.14 3.10 0.213
H 6.35 -2.27 2.85 0.213
H 6.35 0.15 2.51 0.204
H 6.14 -0.41 0.91 0.202
H 5.73 1.92 0.82 0.216
H 4.55 1.74 2.20 0.188
H 4.15 0.74 -0.62 0.208
H 3.22 2.04 0.28 0.213
H 0.91 1.15 1.38 0.231
H 1.19 -0.23 2.38 0.203
H 2.26 1.18 2.46 0.210
H 1.32 -1.30 -0.32 0.215
H 1.37 0.32 -0.94 0.222
H 2.58 -0.73 -1.25 0.218
H 3.67 0.40 3.78 0.206
H 4.80 -0.52 4.62 0.227
H 3.32 -1.27 4.10 0.213
H 1.88 -1.66 2.08 0.453
C -1.25 1.99 -1.51 -0.605
C -2.67 1.65 -2.05 0.130
C -2.52 1.14 -3.54 -0.382
C -3.69 0.44 -4.08 -0.423
C -3.93 -0.69 -3.15 -0.396
C -4.20 -0.26 -1.62 0.132
N -3.16 0.63 -1.14 -0.222
O -3.47 1.06 0.14 -0.603
C -5.69 0.24 -1.47 -0.663
C -4.19 -1.56 -0.85 -0.618
C -3.61 2.92 -2.11 -0.640
H -0.64 1.16 -1.88 0.195
H -1.20 2.01 -0.42 0.214
H -0.79 2.88 -1.93 0.207
H -2.23 1.89 -4.28 0.214
H -1.69 0.43 -3.55 0.193
H -3.39 0.10 -5.07 0.209
H -4.52 1.08 -4.38 0.209
H -3.08 -1.37 -3.15 0.202
H -4.83 -1.21 -3.47 0.210
H -6.47 -0.45 -1.78 0.210
H -5.85 0.31 -0.39 0.222
H -6.03 1.23 -1.78 0.211
H -3.24 -2.09 -0.94 0.205
H -4.30 -1.37 0.21 0.217
H -5.05 -2.20 -1.02 0.214
H -3.58 3.37 -3.10 0.201
H -3.35 3.69 -1.38 0.216
H -4.64 2.61 -1.94 0.213
H -2.86 0.61 0.73 0.498
O -1.67 -0.27 1.55 -0.960
H -1.52 -1.13 1.95 0.505
H -1.23 -0.33 0.70 0.481
O -0.20 -2.60 2.50 -0.963
H 0.27 -3.22 1.94 0.492
H -0.59 -3.15 3.19 0.483
```

## Properties
lowest unoccupied orbital energy	0.229	eV
HOMO-LUMO gap	8.33	eV
strongest force on any atom	3.11	eV/A
SMILES	CC1(C)CCCC(C)(C)N1O.CC1(C)CCCC(C)(C)N1O.O.O
energy above the lowest of the compared OMol25 structures with the same formula, charge and spin	2.1442	eV



4.
Below is a 2-piece molecular cluster, C2H7PS2 overall, with properties calculated with ωB97M-V/def2-TZVPD.

```
12
Properties=species:S:1:pos:R:3:nbo_charge:R:1
C -1.91 0.24 0.38 -0.423
C -1.82 -0.63 -0.65 -0.356
P 1.79 -0.36 0.28 0.630
S 1.53 1.56 -0.50 -0.286
S 1.19 -1.95 -0.60 -0.472
H 3.14 0.00 0.71 -0.011
H -2.33 -0.05 1.35 0.192
H -1.77 1.31 0.22 0.191
H -2.20 -1.66 -0.51 0.203
H -1.59 -0.24 -1.54 0.185
H 1.13 -0.04 1.60 -0.007
H 2.84 1.80 -0.74 0.153
```

## Properties
lowest unoccupied orbital energy	0.394	eV
HOMO-LUMO gap	9.47	eV
strongest force on any atom	5.28	eV/A
SMILES	S=[PH2]S.C=C
energy above the lowest of the compared OMol25 structures with the same formula, charge and spin	1.7778	eV



5.
Below is C8H7I3 as an isolated structure, with properties calculated with ωB97M-V/def2-TZVPD.

```
18
Properties=species:S:1:pos:R:3:nbo_charge:R:1
C -1.91 -0.29 0.76 -0.203
C -1.44 0.80 0.04 -0.194
C -0.94 -1.12 1.26 -0.202
C -0.02 0.98 -0.13 -0.177
C 0.41 -0.90 1.27 -0.183
C 0.93 0.19 0.55 -0.224
C 2.71 -0.90 -1.61 -0.578
C 2.36 0.45 0.20 -0.345
I 1.77 -2.69 -1.05 0.175
I 3.17 2.30 -0.73 0.188
I 3.86 -0.42 1.35 0.220
H -2.91 -0.41 1.01 0.218
H -2.11 1.52 -0.45 0.217
H -1.28 -2.03 1.71 0.210
H 0.28 1.63 -0.84 0.205
H 1.10 -1.50 1.77 0.227
H 3.79 -0.97 -1.84 0.214
H 1.99 -0.34 -2.41 0.230
```

## Properties
lowest unoccupied orbital energy (alpha / beta)	-0.398 / -0.398	eV
HOMO-LUMO gap (alpha / beta)	7.83 / 7.83	eV
strongest force on any atom	4.79	eV/A
energy above the lowest of the compared OMol25 structures with the same formula, charge and spin	2.3397	eV



What did the fourth record say?
Below is a 2-piece molecular cluster, C2H7PS2 overall, with properties calculated with ωB97M-V/def2-TZVPD.

```
12
Properties=species:S:1:pos:R:3:nbo_charge:R:1
C -1.91 0.24 0.38 -0.423
C -1.82 -0.63 -0.65 -0.356
P 1.79 -0.36 0.28 0.630
S 1.53 1.56 -0.50 -0.286
S 1.19 -1.95 -0.60 -0.472
H 3.14 0.00 0.71 -0.011
H -2.33 -0.05 1.35 0.192
H -1.77 1.31 0.22 0.191
H -2.20 -1.66 -0.51 0.203
H -1.59 -0.24 -1.54 0.185
H 1.13 -0.04 1.60 -0.007
H 2.84 1.80 -0.74 0.153
```

## Properties
lowest unoccupied orbital energy	0.394	eV
HOMO-LUMO gap	9.47	eV
strongest force on any atom	5.28	eV/A
SMILES	S=[PH2]S.C=C
energy above the lowest of the compared OMol25 structures with the same formula, charge and spin	1.7778	eV



- energy above the lowest of the compared OMol25 structures with the same formula, charge and spin of number 2 (C3HN)?
  0.1490 eV



- Among the records above, which one has the highest energy above the lowest of the compared OMol25 structures with the same formula, charge and spin?
  C8H7I3